ORCA calculation (ωB97M-V with the def2-TZVPD basis set) on a 14-piece molecular cluster, C62H125N3O28 overall at a distorted geometry.

Last column: Mulliken charge in e.
Geometry (Å):
C  -4.658  -2.006  -0.621  -0.324
C  -3.852  -1.280  0.232  -0.075
C  -4.241  -0.018  0.666  0.181
C  -5.467  0.468  0.277  -0.185
C  -6.282  -0.271  -0.585  -0.322
C  -5.901  -1.490  -1.090  -0.853
N  -5.922  1.724  0.758  1.295
O  -5.132  2.368  1.441  -0.668
O  -7.046  2.091  0.510  -0.699
H  -4.277  -2.935  -1.087  0.317
H  -2.992  -1.810  0.531  0.200
H  -3.638  0.639  1.260  -0.169
H  -7.282  0.027  -0.840  0.704
H  -6.528  -2.020  -1.812  0.427
C  5.384  -2.584  2.673  -1.145
C  5.841  -3.258  3.843  -0.932
C  5.144  -4.341  4.325  -0.613
C  3.981  -4.732  3.654  -0.812
C  3.569  -4.128  2.460  0.319
C  4.233  -2.985  2.027  0.096
N  3.155  -5.893  4.143  1.099
O  3.563  -6.547  5.077  -0.664
O  2.176  -6.179  3.500  -0.594
H  5.859  -1.762  2.255  0.680
H  6.675  -2.884  4.360  0.510
H  5.516  -4.977  5.108  0.526
H  2.679  -4.418  1.974  0.982
H  3.906  -2.466  1.128  0.627
C  1.520  4.047  -1.658  -1.199
C  2.656  3.333  -1.250  0.236
C  3.924  3.566  -1.797  -0.610
C  3.962  4.573  -2.758  -0.345
C  2.828  5.288  -3.180  -0.441
C  1.569  5.022  -2.631  -0.459
N  5.279  4.893  -3.275  1.060
O  5.424  5.894  -3.938  -0.643
O  6.188  4.117  -3.011  -0.614
H  0.618  3.737  -1.108  0.536
H  2.529  2.617  -0.433  0.539
H  4.796  3.128  -1.401  0.565
H  2.883  6.001  -4.003  0.455
H  0.690  5.539  -2.997  0.643
C  -0.674  0.169  -4.698  -0.559
O  -1.951  0.621  -4.694  -0.435
C  -2.779  -0.006  -3.802  1.178
C  -4.196  0.612  -3.852  -1.010
O  -4.189  1.755  -3.061  0.606
C  -5.376  2.502  -3.147  -0.856
H  -0.183  0.701  -5.520  0.303
H  -0.649  -0.893  -4.875  0.241
H  -0.127  0.411  -3.798  0.139
H  -2.446  0.226  -2.796  -0.953
H  -2.860  -1.128  -3.958  0.232
H  -4.951  -0.148  -3.508  0.228
H  -4.409  0.860  -4.914  0.371
H  -6.220  1.841  -2.965  0.375
H  -5.401  3.074  -4.136  0.213
H  -5.223  3.306  -2.439  0.060
C  2.817  -3.555  -1.519  -0.123
O  3.462  -4.344  -0.559  0.455
C  4.217  -5.435  -1.071  -0.599
C  5.501  -5.020  -1.729  -0.778
O  6.249  -4.269  -0.787  -0.089
C  7.480  -3.802  -1.321  -0.898
H  2.025  -2.928  -1.077  -0.407
H  2.265  -4.197  -2.212  0.063
H  3.445  -2.909  -2.160  0.131
H  3.523  -5.956  -1.743  0.268
H  4.447  -6.123  -0.257  0.265
H  5.326  -4.408  -2.592  0.375
H  5.951  -5.963  -1.972  0.484
H  7.269  -2.993  -2.062  0.327
H  8.134  -4.591  -1.766  0.304
H  8.149  -3.381  -0.584  0.265
C  1.112  4.859  1.720  -0.654
O  1.586  3.532  1.851  0.387
C  2.694  3.511  2.787  -1.520
C  3.480  2.225  2.691  0.493
O  2.742  1.167  3.203  -0.124
C  3.461  -0.015  3.208  -0.533
H  0.240  4.727  1.092  -0.122
H  1.855  5.522  1.145  0.284
H  0.882  5.364  2.694  0.346
H  2.301  3.734  3.821  0.325
H  3.370  4.360  2.467  0.500
H  4.423  2.417  3.232  0.220
H  3.781  2.104  1.678  -0.189
H  3.966  -0.141  4.161  0.390
H  4.181  -0.100  2.413  0.041
H  2.680  -0.784  3.202  0.167
C  -1.702  6.428  -0.377  -0.709
O  -1.962  5.214  0.339  -0.315
C  -3.155  4.565  -0.142  1.106
C  -4.387  5.434  -0.264  -1.592
O  -4.383  6.122  -1.521  0.203
C  -5.582  6.886  -1.708  -0.976
H  -0.755  6.878  0.074  0.218
H  -2.551  7.130  -0.242  0.299
H  -1.608  6.185  -1.473  0.260
H  -3.325  3.784  0.554  0.061
H  -2.989  4.101  -1.157  -0.480
H  -4.369  6.225  0.535  0.470
H  -5.238  4.781  -0.101  0.617
H  -6.452  6.222  -1.562  0.334
H  -5.486  7.253  -2.718  0.212
H  -5.650  7.708  -0.963  0.315
C  -8.414  -1.555  1.968  -0.845
O  -7.013  -1.495  2.210  -0.049
C  -6.570  -2.120  3.420  -0.936
C  -5.111  -1.972  3.507  0.866
O  -4.751  -2.205  4.879  -0.536
C  -3.368  -1.843  5.045  -0.161
H  -8.737  -2.566  1.991  0.350
H  -8.599  -1.121  0.970  0.171
H  -8.910  -0.914  2.726  0.317
H  -6.889  -3.171  3.507  0.348
H  -7.035  -1.644  4.307  0.350
H  -4.856  -0.913  3.264  -0.198
H  -4.594  -2.672  2.725  -0.057
H  -3.229  -0.773  5.152  0.278
H  -2.785  -2.092  4.209  -0.164
H  -2.968  -2.344  5.940  0.351
C  1.052  -4.802  -4.899  -1.126
O  0.041  -4.438  -3.969  0.108
C  -1.169  -5.196  -4.152  -0.883
C  -2.004  -4.961  -2.872  -0.101
O  -2.292  -3.602  -2.675  -0.314
C  -1.368  -2.783  -1.972  1.101
H  0.706  -4.619  -5.901  0.355
H  1.414  -5.790  -4.818  0.401
H  1.971  -4.202  -4.747  0.209
H  -1.011  -6.304  -4.231  0.353
H  -1.738  -4.786  -4.970  0.587
H  -1.442  -5.399  -2.052  -0.063
H  -2.986  -5.495  -2.986  0.358
H  -0.496  -2.580  -2.601  0.210
H  -1.020  -3.324  -1.082  -0.057
H  -1.888  -1.820  -1.822  -0.948
C  0.538  -7.053  -1.586  -0.426
O  -0.416  -7.311  -0.581  -0.486
C  0.140  -6.977  0.702  0.765
C  -1.013  -7.031  1.697  -0.901
O  -0.891  -5.839  2.508  0.110
C  -1.360  -5.902  3.820  -0.608
H  1.533  -7.349  -1.238  0.401
H  0.547  -5.963  -1.752  -0.150
H  0.284  -7.586  -2.499  0.305
H  0.443  -5.892  0.685  -0.386
H  1.059  -7.609  1.028  0.213
H  -1.031  -7.832  2.456  0.393
H  -1.995  -7.159  1.182  0.312
H  -0.812  -5.115  4.400  -0.219
H  -1.101  -6.778  4.343  0.492
H  -2.423  -5.732  3.890  0.330
C  7.432  2.488  2.583  -0.814
O  6.948  1.523  1.669  -0.168
C  7.192  1.747  0.221  -0.802
C  6.504  0.676  -0.598  -0.728
O  5.106  0.861  -0.588  0.484
C  4.398  0.095  -1.539  -0.685
H  7.310  2.064  3.587  0.230
H  6.750  3.400  2.540  0.262
H  8.502  2.702  2.444  0.310
H  8.261  1.846  0.053  0.521
H  6.722  2.718  0.003  0.370
H  6.817  -0.299  -0.315  0.318
H  6.927  0.914  -1.581  0.388
H  4.713  0.293  -2.548  0.403
H  3.351  0.187  -1.298  0.034
H  4.592  -0.946  -1.314  0.128
C  0.516  -2.227  5.931  -0.733
O  0.123  -1.305  4.923  0.408
C  0.272  0.025  5.318  -1.540
C  -0.128  1.039  4.325  1.318
O  -1.565  0.989  4.251  -0.370
C  -2.102  1.914  3.376  -0.464
H  -0.154  -2.167  6.819  0.269
H  1.537  -2.048  6.254  0.335
H  0.434  -3.255  5.542  -0.035
H  1.331  0.231  5.602  0.384
H  -0.312  0.180  6.249  0.515
H  0.279  0.816  3.348  -0.942
H  0.300  2.039  4.631  0.173
H  -3.139  1.666  3.177  0.247
H  -1.468  1.944  2.528  -0.156
H  -2.062  2.946  3.726  0.440
C  -3.077  4.635  -4.007  -0.544
O  -1.981  5.522  -4.178  0.008
C  -2.368  6.708  -4.779  -0.500
C  -1.154  7.671  -4.813  -0.567
O  -0.934  8.116  -3.463  -0.201
C  0.226  8.947  -3.260  -0.792
H  -2.773  3.842  -3.326  -0.303
H  -3.291  4.164  -4.987  0.472
H  -3.985  5.112  -3.696  0.264
H  -3.150  7.157  -4.220  0.166
H  -2.672  6.630  -5.838  0.355
H  -1.324  8.585  -5.404  0.479
H  -0.305  7.088  -5.231  0.236
H  1.241  8.533  -3.600  0.243
H  0.455  9.009  -2.169  0.238
H  0.087  9.917  -3.718  0.343
C  -1.344  1.547  -0.481  -0.833
O  -1.033  0.343  0.179  1.377
C  0.333  0.278  0.427  -0.061
C  0.597  -0.994  1.185  0.335
O  0.205  -2.146  0.500  1.534
C  -0.052  -3.187  1.482  -0.845
H  -1.055  2.435  0.102  -0.146
H  -2.400  1.617  -0.535  -0.164
H  -0.961  1.542  -1.511  0.068
H  0.774  1.153  0.847  -0.324
H  0.766  0.251  -0.604  0.281
H  0.044  -0.922  2.114  -0.174
H  1.649  -1.062  1.477  -0.831
H  -0.435  -4.070  1.014  -0.213
H  -0.893  -2.959  2.178  -0.333
H  0.864  -3.401  2.080  0.066

For the HOMO-LUMO gap, the calculation gives 9.019 eV. The highest occupied orbital energy is -9.34 eV. For the total energy, the calculation gives -4707.5140 hartree. The strongest force on any atom is 3.03 eV/Å. The calculation puts the LUMO energy at -0.3 eV. As for the spin multiplicity: 1.